The following is a quantum chemistry calculation of a structure of composition C15H35CaF2N6O9S2, from the OMol25 dataset.

Geometry as XYZ:
```
70
C15H35CaF2N6O9S2 ωB97M-V/def2-TZVPD
Ca 0.35732 0.11121 -0.38185
N 1.02536 -0.03397 -2.46189
S 2.06229 0.85499 -3.11782
O 1.61767 1.86705 -4.05104
O 3.41044 0.32671 -3.19173
F 2.18059 1.74215 -1.75955
S 0.77107 -1.04666 -3.80110
O 1.91044 -1.80523 -4.31784
O -0.22748 -0.67998 -4.80516
F 0.03055 -2.14693 -2.92535
C -1.43495 2.46715 -2.89911
C -1.28181 2.89933 -1.42432
O -0.67777 2.06472 -0.68107
N -1.89480 4.01227 -0.98595
C -1.72687 4.48074 0.41740
H -2.39982 2.80779 -3.27473
H -1.51466 1.38783 -3.02877
H -0.58592 2.84012 -3.47194
H -2.53585 4.56453 -1.53746
H -2.56378 4.14083 1.02743
H -1.73469 5.57005 0.37938
H -0.80185 4.11366 0.86202
C 1.33463 -3.87875 1.42726
C 1.88430 -3.02744 0.30994
O 1.49445 -1.87650 0.21465
N 2.84328 -3.57626 -0.45793
C 3.37972 -2.99547 -1.67782
H 0.25315 -3.96190 1.31959
H 1.58282 -3.47245 2.40778
H 1.78412 -4.87137 1.40002
H 3.22302 -4.32861 0.09872
H 3.29739 -3.69362 -2.51083
H 4.44350 -2.88521 -1.46735
H 3.00618 -2.00137 -1.92347
C 4.01861 0.13816 1.41658
C 3.00240 1.22697 1.38426
O 1.86931 0.95494 0.99628
N 3.39093 2.49453 1.67174
C 2.42796 3.57498 1.72933
H 3.73305 -0.71645 2.02993
H 4.98475 0.62231 1.55899
H 3.96309 -0.19599 0.38055
H 4.31973 2.78570 1.94126
H 2.85788 4.48525 2.14729
H 1.65532 3.27375 2.43671
H 2.07362 3.85139 0.73629
C -4.05963 -0.02368 -0.65562
C -2.97496 -1.12257 -0.66028
O -1.81319 -0.77350 -0.68470
N -3.35183 -2.37142 -0.55325
C -2.46776 -3.50269 -0.49997
H -5.10137 -0.33746 -0.72205
H -3.87469 0.66414 -1.48073
H -3.95665 0.54525 0.26840
H -4.33635 -2.56133 -0.67472
H -1.39997 -3.28796 -0.54253
H -2.66906 -4.22125 -1.29448
H -2.63595 -4.00273 0.45386
C -1.39716 -1.98864 3.20814
C -1.35926 -0.57271 2.60504
O -0.62194 -0.23486 1.66362
N -2.18134 0.32990 3.12532
C -2.30839 1.68489 2.66099
H -1.84939 -2.10392 4.19318
H -0.39163 -2.40079 3.29260
H -2.04593 -2.47956 2.48275
H -2.69101 0.04662 3.94999
H -1.54207 2.41394 2.92432
H -3.20237 2.01872 3.18771
H -2.57644 1.81692 1.61275
```

* strongest force on any atom: 8.65 eV Å⁻¹
* energy above the lowest of the compared OMol25 structures with the same formula, charge and spin: 173.6 kJ/mol
* HOMO-LUMO gap: 10.45 eV
* total charge: +1
* E_LUMO: -0.0734 hartree
* multiplicity: 1
* highest occupied orbital energy: -12.4 eV
* energy: -3271.98068 a.u.



The following is a quantum chemistry calculation of a cluster of 6 separate species, C15H36Br6Cl2N2O2 in total, from the OMol25 dataset.

Geometry as XYZ:
```
63
C15H36Br6Cl2N2O2 ωB97M-V/def2-TZVPD
C -1.81321 1.04271 -1.06493
O -2.64913 0.51866 -2.06377
C -3.31345 1.48320 -2.81967
C -4.20140 0.83175 -3.86931
C -4.91673 1.92974 -4.67520
N -5.27732 -0.02433 -3.31713
H -1.22104 0.22578 -0.66716
H -2.38972 1.52338 -0.26016
H -1.19363 1.87258 -1.43110
H -3.92450 2.16007 -2.20319
H -2.62900 2.17134 -3.33977
H -3.66710 0.21158 -4.58901
H -5.42190 1.57504 -5.57045
H -4.11591 2.59723 -5.01342
H -5.66312 2.44668 -4.07245
H -4.86151 -0.70066 -2.67017
H -5.80103 0.53838 -2.64211
C -1.50429 5.48235 2.82882
O -0.55178 4.83461 2.03260
C 0.75904 4.94374 2.51666
C 1.68477 3.90578 1.92591
C 1.25583 2.46710 2.27531
N 3.07171 4.17898 2.33260
H -1.47217 6.56788 2.70158
H -1.41889 5.23034 3.89072
H -2.49642 5.14339 2.53185
H 1.15644 5.93196 2.25499
H 0.80898 4.85820 3.61163
H 1.71281 3.98869 0.83508
H 0.33006 2.15935 1.77154
H 0.89495 2.43154 3.30847
H 2.00219 1.72549 2.00189
H 3.04392 4.31921 3.34426
H 3.66810 3.37175 2.20448
Br 0.28636 -6.41700 2.03264
C -0.23249 -4.80443 1.03438
C -1.15550 -5.12577 -0.09150
Br -2.87503 -5.77002 0.62073
H 0.72840 -4.43429 0.69011
H -0.62323 -4.10573 1.76530
H -0.81717 -5.94953 -0.71328
H -1.34994 -4.27400 -0.74019
Br 1.25359 -0.23318 -5.31649
C 1.70636 -0.16587 -3.38927
C 1.66825 1.26531 -2.93539
Br 1.87944 1.25359 -0.98259
H 2.65453 -0.66687 -3.22431
H 0.90152 -0.73104 -2.93009
H 0.68995 1.66586 -3.19782
H 2.40881 1.94070 -3.35024
Br 3.62782 -4.76461 0.65588
C 4.65286 -5.97441 1.80968
C 3.99625 -6.05161 3.16962
Br 5.14312 -7.11650 4.35267
H 5.65439 -5.56800 1.92053
H 4.71919 -6.91678 1.27699
H 3.02942 -6.54235 3.17104
H 3.86926 -5.05082 3.57327
Cl 1.19873 -1.51462 3.37332
C 1.79957 -1.46916 1.70485
Cl 0.54048 -1.71640 0.51514
H 2.19544 -0.47708 1.51780
H 2.56407 -2.22891 1.58784
```

* strongest force on any atom: 1.82 eV Å⁻¹
* energy above the lowest of the compared OMol25 structures with the same formula, charge and spin: 0.0 kJ/mol
* HOMO-LUMO gap: 9.71 eV
* E_LUMO: 0.0069 hartree
* multiplicity: 1
* SMILES: COC[C@H](C)N.COC[C@H](C)N.BrCCBr.BrCCBr.BrCCBr.ClCCl
* highest occupied orbital energy: -9.5 eV
* energy: -17217.53520 a.u.



Q: energy of number 2 (C15H36Br6Cl2N2O2)?
A: -17217.53520 a.u.